{
  "formula": "C3H4N2O",
  "method": "the ωB97M-V functional and the def2-TZVPD basis",
  "orbital_gap_ha": 0.415,
  "relative_energy_ev": 0.612,
  "e_tot_ha": -301.464751,
  "homo_energy_ev": -10.71,
  "species": ["N", "C", "C", "C", "N", "O", "H", "H", "H", "H"],
  "coordinates": [[1.9893, 1.1686, -0.6907], [1.4279, 0.2588, -0.2481], [0.5878, -0.8134, 0.2944], [-0.8079, -0.1892, 0.5162], [-1.2164, 0.6138, -0.5385], [-1.4329, -0.3412, 1.5358], [1.0003, -1.1890, 1.2355], [0.5496, -1.6411, -0.4235], [-1.4177, 1.5735, -0.2881], [-0.6798, 0.5592, -1.3930]],
  "forces_ev_per_angstrom": [[-0.4, -1.0, 0.5], [0.8, 0.7, -0.4], [0.1, 0.0, 0.0], [0.0, 0.1, 0.1], [-0.2, 0.0, 0.0], [0.4, 0.1, -0.3], [-0.2, 0.1, -0.2], [-0.1, 0.1, 0.1], [-0.5, -0.2, 0.0], [0.1, 0.1, 0.2]]
}

---

{
  "formula": "CF3O2P",
  "method": "the ωB97M-V functional and the def2-TZVPD basis",
  "orbital_gap_ha": 0.402,
  "relative_energy_ev": 0.185,
  "e_tot_ha": -829.581592,
  "homo_energy_ev": -12.06,
  "species": ["O", "P", "O", "C", "F", "F", "F"],
  "coordinates": [[2.9068, 0.0671, 0.5020], [1.9540, 0.1565, -0.5473], [0.5088, -0.1742, 0.2643], [-0.7991, -0.2146, 0.1254], [-1.2009, -1.4516, 0.3621], [-1.3023, 0.1247, -1.1352], [-1.5496, 0.5120, 0.9406]],
  "forces_ev_per_angstrom": [[2.0, -0.1, 1.6], [-2.4, 0.1, -1.4], [0.5, 1.0, 0.1], [-2.5, -0.6, -1.6], [0.0, -1.2, -0.2], [1.4, -0.3, 0.8], [1.0, 1.1, 0.7]]
}

---

{
  "formula": "C4H12N2",
  "method": "the ωB97M-V functional and the def2-TZVPD basis",
  "orbital_gap_ha": 0.369,
  "relative_energy_ev": 0.643,
  "e_tot_ha": -269.092719,
  "homo_energy_ev": -8.91,
  "species": ["C", "C", "C", "N", "C", "N", "H", "H", "H", "H", "H", "H", "H", "H", "H", "H", "H", "H"],
  "coordinates": [[-1.1046, -0.2046, -1.4679], [-0.1047, 0.5731, -0.6083], [-0.3072, 2.0877, -0.5165], [0.1575, 0.0248, 0.7227], [0.9295, -1.2153, 0.7194], [0.9687, -1.8455, 2.0225], [-2.1401, -0.2439, -1.1084], [-0.7259, -1.2114, -1.5964], [-1.2406, 0.3402, -2.4076], [0.8399, 0.4763, -1.1441], [0.6868, 2.4993, -0.3231], [-0.8999, 2.4536, 0.3183], [-0.6933, 2.5479, -1.4231], [-0.7097, -0.2033, 1.1996], [1.9785, -0.9835, 0.5058], [0.6289, -1.9480, -0.0298], [1.6361, -1.3928, 2.5965], [0.1003, -1.7546, 2.5406]],
  "forces_ev_per_angstrom": [[-0.6, 0.8, 0.1], [0.0, 0.2, -0.1], [0.5, 0.2, 0.3], [-0.1, -0.4, 0.0], [0.8, 0.2, 0.4], [-0.7, -0.5, -0.1], [0.3, -0.1, 0.6], [-0.2, -0.2, -0.4], [0.4, -0.4, -0.2], [0.2, -0.1, -0.1], [-0.1, 0.2, -0.1], [-0.4, -0.4, 0.1], [0.0, -0.2, -0.2], [-0.2, 0.3, -0.1], [-0.1, 0.1, -0.3], [-0.4, -0.1, -0.1], [0.8, 0.5, 0.5], [-0.2, -0.2, -0.3]]
}

---

{
  "formula": "C23H34N4NdO4",
  "method": "the ωB97M-V functional and the def2-TZVPD basis",
  "orbital_gap_ha": [0.256, 0.259],
  "charge": 1,
  "relative_energy_ev": 0.000,
  "e_tot_ha": -1978.172562,
  "spin_multiplicity": 4,
  "homo_energy_ev": [-9.62, -9.71],
  "species": ["Nd", "C", "C", "C", "C", "C", "C", "C", "C", "C", "C", "H", "H", "H", "H", "H", "H", "H", "H", "H", "H", "H", "H", "H", "H", "H", "N", "C", "C", "C", "C", "N", "C", "N", "N", "C", "O", "O", "H", "H", "H", "H", "H", "H", "H", "H", "H", "H", "H", "H", "H", "H", "O", "C", "O", "C", "C", "C", "C", "C", "C", "H", "H", "H", "H", "H"],
  "coordinates": [[0.5474, 0.4760, 0.5745], [1.6507, 2.3879, 1.8787], [2.0156, 1.1864, 2.5468], [2.9201, 0.4799, 1.7111], [3.0815, 1.2178, 0.5142], [2.3036, 2.4039, 0.6218], [2.2767, 3.5642, -0.3330], [4.1245, 0.9085, -0.5204], [3.7359, -0.7219, 2.0952], [1.6791, 0.8114, 3.9641], [0.8269, 3.5199, 2.4263], [2.5679, 4.4809, 0.1831], [1.2837, 3.7272, -0.7590], [2.9754, 3.4117, -1.1545], [5.1110, 1.2003, -0.1529], [3.9472, 1.4454, -1.4526], [4.1613, -0.1606, -0.7411], [4.7896, -0.5377, 1.8785], [3.4428, -1.6276, 1.5558], [3.6486, -0.9212, 3.1630], [2.4917, 1.0961, 4.6354], [1.5282, -0.2644, 4.0748], [0.7763, 1.3155, 4.3082], [1.4654, 4.3781, 2.6491], [0.3251, 3.2344, 3.3494], [0.0647, 3.8582, 1.7200], [-1.4304, -1.2469, -0.1143], [-0.9152, -2.4636, 0.5360], [-1.7196, -3.7597, 0.3225], [-2.2781, -4.1227, -1.0679], [-1.4440, -5.0861, -1.9206], [-0.1161, -4.6315, -2.3293], [0.1546, -3.8323, -3.3448], [-0.7906, -3.5222, -4.2488], [1.3843, -3.3403, -3.4929], [0.5921, -2.5963, 0.1814], [1.1222, -3.7037, 0.1721], [1.1762, -1.5003, -0.1454], [-2.3679, -1.0384, 0.2077], [-1.4786, -1.3729, -1.1171], [-0.9575, -2.2729, 1.6135], [-2.5766, -3.6933, 0.9943], [-1.1009, -4.5820, 0.6859], [-2.5508, -3.2343, -1.6462], [-3.2106, -4.6597, -0.8893], [-2.0078, -5.3740, -2.8094], [-1.2830, -5.9986, -1.3500], [0.5973, -4.7025, -1.6091], [-1.6405, -4.0588, -4.2757], [-0.5222, -3.0746, -5.1090], [2.0295, -3.3597, -2.7166], [1.5951, -2.7023, -4.2398], [-1.3544, 1.2584, 1.2573], [-1.4236, 1.9466, 0.1908], [-0.5690, 1.7830, -0.7453], [-2.5084, 2.9401, 0.0240], [-3.6938, 2.7838, 0.7365], [-4.7226, 3.6952, 0.5663], [-4.5558, 4.7758, -0.2909], [-3.3666, 4.9378, -0.9902], [-2.3450, 4.0141, -0.8443], [-3.7969, 1.9519, 1.4213], [-5.6521, 3.5685, 1.1064], [-5.3552, 5.4960, -0.4094], [-3.2403, 5.7851, -1.6518], [-1.4186, 4.1232, -1.3937]],
  "forces_ev_per_angstrom": [[1.9, -2.1, 0.1], [0.5, 0.3, 0.3], [0.6, 0.4, 0.3], [0.5, 0.4, 0.1], [0.5, 0.3, 0.5], [0.3, 0.2, 0.2], [-0.1, -0.1, 0.0], [-0.3, -0.1, -0.1], [-0.2, -0.1, -0.1], [-0.1, 0.0, -0.2], [0.0, -0.2, -0.1], [0.0, 0.0, 0.0], [0.0, 0.0, 0.0], [0.0, 0.0, 0.0], [0.0, 0.0, 0.0], [0.0, 0.0, 0.0], [0.0, 0.0, 0.0], [0.0, 0.0, 0.0], [0.0, 0.0, 0.0], [0.0, 0.0, 0.0], [0.0, 0.0, 0.0], [0.0, 0.0, 0.1], [0.0, 0.0, 0.0], [0.0, 0.0, 0.0], [-0.1, 0.0, 0.0], [0.0, 0.1, 0.0], [0.0, -0.3, 0.2], [0.1, -0.1, -0.3], [-0.1, 0.0, 0.1], [0.3, 0.1, 0.0], [-0.1, 0.0, 0.1], [0.0, 0.2, 0.3], [-0.2, -0.1, -0.1], [0.1, -0.1, 0.0], [0.1, 0.1, 0.1], [0.0, -0.3, -0.7], [-0.2, -0.1, -0.2], [0.4, -1.7, -0.3], [0.0, 0.1, 0.0], [0.0, 0.0, -0.1], [0.1, 0.0, 0.1], [0.0, 0.0, 0.0], [0.0, 0.0, 0.1], [0.0, 0.0, 0.0], [-0.1, 0.0, -0.1], [0.0, -0.1, 0.0], [0.0, -0.1, -0.1], [0.0, 0.1, 0.1], [0.0, 0.0, 0.0], [0.0, 0.0, 0.0], [0.0, 0.0, 0.1], [0.0, 0.0, 0.0], [-2.0, 1.0, 0.6], [-1.0, 0.7, -0.3], [-1.1, 1.3, -0.9], [0.0, 0.0, 0.0], [0.0, 0.0, 0.1], [0.0, 0.0, 0.0], [0.0, 0.0, 0.0], [0.0, 0.1, 0.0], [0.0, 0.0, -0.1], [0.0, 0.0, 0.0], [0.0, 0.0, 0.0], [0.0, 0.0, 0.0], [0.0, 0.0, 0.0], [0.0, 0.0, 0.0]]
}

---

{
  "formula": "C33H29IrN5O9S4",
  "method": "the ωB97M-V functional and the def2-TZVPD basis",
  "orbital_gap_ha": [0.283, 0.228],
  "relative_energy_ev": 1.151,
  "e_tot_ha": -3922.972508,
  "spin_multiplicity": 2,
  "homo_energy_ev": [-8.93, -9.44],
  "species": ["Ir", "S", "C", "C", "N", "C", "S", "C", "N", "O", "C", "O", "C", "C", "N", "N", "C", "C", "O", "O", "H", "H", "H", "C", "C", "C", "C", "C", "C", "C", "S", "O", "O", "N", "C", "C", "C", "O", "O", "H", "H", "H", "H", "H", "H", "H", "H", "H", "H", "H", "H", "O", "S", "C", "C", "C", "C", "C", "C", "C", "C", "C", "C", "C", "C", "C", "C", "H", "H", "H", "H", "H", "H", "H", "H", "H", "H", "H", "H", "H", "H"],
  "coordinates": [[-0.4136, 0.5695, 1.9927], [-1.8912, 2.2724, 1.8046], [-1.5894, 3.1405, 3.2077], [-2.4258, 4.2780, 3.4422], [-3.1154, 5.1793, 3.6220], [-0.5307, 2.8362, 4.0663], [0.5285, 1.5690, 3.7501], [-0.2410, 3.6460, 5.2068], [-0.0145, 4.2813, 6.1370], [3.3227, -3.8022, 0.0177], [3.0419, -3.9500, 1.2944], [3.4716, -4.8548, 1.9691], [2.1325, -2.9331, 1.8985], [1.7032, -2.9652, 3.2117], [0.8918, -1.9193, 3.4016], [0.7435, -1.2231, 2.2636], [1.4830, -1.8230, 1.3326], [1.4538, -1.2383, -0.0658], [2.2331, -1.7381, -0.9094], [0.6371, -0.3182, -0.1935], [2.8925, -2.9723, -0.3786], [1.9144, -3.6775, 3.9908], [0.1958, -1.7949, 4.1348], [1.1214, -3.9055, -4.2749], [0.1538, -3.3936, -3.2502], [-0.2694, -4.1972, -2.1996], [-1.0962, -3.6980, -1.2046], [-1.4894, -2.3692, -1.2594], [-1.1006, -1.5574, -2.3156], [-0.2927, -2.0741, -3.3054], [-2.5779, -1.6814, -0.0620], [-3.9280, -1.6728, -0.5456], [-2.0916, -0.3828, 0.3950], [-2.4999, -2.8000, 1.1362], [-3.6058, -2.8316, 2.1023], [-3.6479, -1.6166, 3.0269], [-2.2507, -1.3762, 3.5729], [-1.6743, -2.2543, 4.1994], [-1.7365, -0.2053, 3.3370], [1.1848, -4.9923, -4.2566], [2.1168, -3.5073, -4.0670], [0.8389, -3.5896, -5.2796], [0.0623, -5.2264, -2.1449], [-1.4328, -4.3370, -0.4017], [-1.4111, -0.5251, -2.3419], [0.0323, -1.4336, -4.1160], [-1.5803, -2.8140, 1.5708], [-3.4708, -3.7410, 2.6853], [-4.5300, -2.9182, 1.5346], [-4.3179, -1.8288, 3.8616], [-3.9993, -0.7293, 2.5035], [1.1286, 1.8849, 0.8803], [1.0840, 3.2703, 0.2944], [2.8485, 3.5235, -0.0671], [3.3721, 2.5879, -1.1118], [3.7674, 3.0729, -2.3553], [4.1933, 2.1985, -3.3441], [4.2147, 0.8315, -3.0985], [3.8198, 0.3418, -1.8614], [3.4104, 1.2157, -0.8664], [0.4764, 3.1115, -1.4092], [-1.0198, 3.2014, -1.4457], [-1.6676, 4.3988, -1.1426], [-3.0519, 4.4598, -1.1263], [-3.8014, 3.3255, -1.4138], [-3.1643, 2.1338, -1.7259], [-1.7777, 2.0778, -1.7446], [3.3230, 3.3885, 0.9058], [2.9481, 4.5744, -0.3479], [3.7408, 4.1393, -2.5512], [4.5045, 2.5840, -4.3061], [4.5401, 0.1485, -3.8722], [3.8160, -0.7225, -1.6614], [3.0810, 0.8287, 0.0914], [0.8560, 2.1608, -1.7851], [0.9538, 3.9234, -1.9636], [-1.0864, 5.2834, -0.9055], [-3.5476, 5.3894, -0.8792], [-4.8821, 3.3717, -1.3862], [-3.7410, 1.2417, -1.9342], [-1.2694, 1.1496, -1.9638]],
  "forces_ev_per_angstrom": [[0.1, -0.1, 0.4], [0.0, 0.0, -0.2], [0.2, 0.2, 0.2], [0.0, 0.0, 0.2], [0.0, 0.0, 0.0], [-0.3, 0.3, -0.2], [0.0, -0.4, -0.2], [-0.1, 0.0, 0.1], [0.1, 0.0, 0.0], [0.1, -0.3, 0.1], [0.1, -0.1, 0.0], [0.0, 0.0, 0.0], [-0.1, 0.0, -0.1], [0.0, 0.0, 0.0], [0.2, 0.1, -0.1], [-0.1, 0.4, -0.4], [0.1, 0.1, 0.1], [0.0, -0.3, 0.4], [-0.6, -0.1, 0.1], [-0.2, 0.0, -0.7], [0.0, 0.0, -0.1], [0.0, 0.0, 0.0], [-0.1, 0.0, 0.1], [0.0, 0.0, 0.0], [0.0, 0.0, 0.0], [0.0, 0.0, 0.0], [0.0, 0.0, 0.0], [0.0, 0.0, 0.1], [0.0, 0.0, 0.0], [0.0, 0.0, 0.0], [-0.2, -0.3, 0.2], [0.0, 0.0, 0.0], [0.5, 0.0, 0.0], [0.1, 0.2, -0.1], [-0.1, -0.1, 0.0], [0.1, 0.0, 0.1], [0.0, -0.2, -0.1], [0.0, 0.0, 0.0], [0.1, 0.5, -0.3], [0.0, 0.0, 0.0], [0.0, 0.0, 0.0], [0.0, 0.0, 0.0], [0.0, 0.0, 0.0], [0.0, 0.0, 0.0], [0.0, -0.1, -0.1], [0.0, 0.0, 0.0], [0.0, 0.0, 0.0], [0.0, 0.0, 0.0], [0.0, 0.0, 0.0], [0.0, 0.0, 0.0], [0.0, 0.0, 0.0], [-0.5, -1.2, 0.7], [0.1, 0.5, -0.3], [0.0, 0.2, 0.0], [0.0, -0.1, 0.1], [0.0, 0.0, 0.0], [0.0, 0.0, 0.0], [0.0, 0.1, 0.0], [0.3, 0.0, -0.1], [0.1, 0.0, 0.0], [0.0, 0.0, 0.0], [-0.1, 0.1, 0.0], [0.0, -0.1, 0.0], [0.0, 0.0, 0.0], [0.0, 0.0, 0.0], [0.0, 0.0, 0.0], [0.0, 0.0, 0.1], [0.0, 0.0, 0.0], [0.0, 0.0, -0.1], [0.0, 0.0, 0.0], [0.0, 0.0, 0.0], [0.0, 0.0, 0.0], [0.1, 0.3, -0.1], [0.1, 0.1, -0.1], [0.0, 0.0, 0.1], [0.0, 0.0, 0.0], [0.0, 0.0, 0.0], [0.0, 0.0, 0.0], [0.0, 0.0, 0.0], [0.0, 0.0, 0.0], [0.1, 0.2, 0.1]]
}

---

{
  "formula": "C24H18BiN4O3S5",
  "method": "the ωB97M-V functional and the def2-TZVPD basis",
  "orbital_gap_ha": 0.237,
  "charge": -1,
  "relative_energy_ev": 0.170,
  "e_tot_ha": -3575.832082,
  "homo_energy_ev": -4.61,
  "species": ["Bi", "O", "C", "C", "C", "C", "C", "C", "C", "O", "N", "N", "C", "C", "C", "C", "C", "C", "C", "O", "H", "H", "H", "H", "H", "H", "H", "H", "H", "H", "S", "S", "S", "S", "S", "C", "C", "C", "N", "C", "C", "C", "C", "C", "N", "C", "C", "H", "H", "H", "H", "H", "H", "H", "H"],
  "coordinates": [[2.8959, -0.3311, -0.5575], [4.5845, 3.5334, -3.0814], [3.5478, 4.3809, -2.9778], [3.6293, 5.5908, -3.6731], [2.5995, 6.5061, -3.6080], [1.4640, 6.2369, -2.8484], [1.3830, 5.0426, -2.1587], [2.4092, 4.0978, -2.2033], [2.2998, 2.8148, -1.4464], [3.2242, 1.9383, -1.6128], [1.2532, 2.6839, -0.6691], [1.2413, 1.4769, 0.0126], [0.1742, 1.2867, 0.6969], [-0.1251, 0.1440, 1.5381], [-1.4043, 0.0863, 2.1069], [-1.7839, -0.9308, 2.9580], [-0.8495, -1.9210, 3.2663], [0.4175, -1.8901, 2.7273], [0.8164, -0.8676, 1.8411], [2.0322, -0.9071, 1.3604], [4.3297, 2.7370, -2.5453], [4.5195, 5.7812, -4.2585], [2.6796, 7.4390, -4.1539], [0.6546, 6.9536, -2.7964], [0.5166, 4.8069, -1.5568], [-0.5825, 2.0723, 0.6510], [-2.1043, 0.8801, 1.8656], [-2.7741, -0.9515, 3.3915], [-1.1212, -2.7256, 3.9409], [1.1514, -2.6523, 2.9581], [4.9448, 0.2294, 0.8720], [6.2402, -0.9225, -0.2473], [5.6502, -2.8269, 0.1881], [3.8294, -2.9790, -0.7889], [-3.7089, -3.7005, -0.8324], [-2.1066, -2.9208, -0.9002], [-1.9419, -1.7363, -1.6047], [-0.6718, -1.1861, -1.6748], [0.3901, -1.7405, -1.1014], [0.2287, -2.8749, -0.4268], [-0.9998, -3.5043, -0.3042], [-4.1545, -3.2911, 0.8453], [-3.8493, -4.1422, 1.8976], [-4.2785, -3.8027, 3.1723], [-4.9796, -2.7071, 3.4484], [-5.2569, -1.8943, 2.4331], [-4.8715, -2.1369, 1.1237], [-2.7814, -1.2529, -2.0848], [-0.5036, -0.2539, -2.2047], [1.1248, -3.2851, 0.0295], [-1.0831, -4.4322, 0.2445], [-3.2967, -5.0561, 1.7276], [-4.0505, -4.4517, 4.0110], [-5.8233, -1.0011, 2.6746], [-5.1290, -1.4429, 0.3352]],
  "forces_ev_per_angstrom": [[0.1, -0.1, 0.1], [0.0, -0.1, 0.0], [0.0, 0.0, 0.0], [0.0, 0.0, 0.0], [0.0, 0.0, 0.0], [0.0, 0.0, 0.0], [0.0, 0.0, 0.0], [0.0, 0.0, 0.0], [0.0, 0.0, 0.0], [0.1, 0.1, -0.1], [0.0, 0.0, 0.0], [-0.1, 0.1, 0.0], [0.0, 0.0, 0.0], [0.0, 0.0, 0.0], [0.0, 0.0, 0.0], [0.0, 0.0, 0.0], [0.0, 0.0, 0.0], [0.0, 0.0, 0.0], [0.0, 0.0, 0.0], [0.0, 0.0, 0.0], [0.0, 0.0, 0.0], [0.0, 0.0, 0.0], [0.0, 0.0, 0.0], [0.0, 0.0, 0.0], [0.0, 0.0, 0.0], [0.0, 0.0, 0.0], [0.0, 0.0, 0.0], [0.0, 0.0, 0.0], [0.0, 0.0, 0.0], [0.0, 0.0, 0.0], [0.0, 0.0, 0.0], [0.0, 0.0, 0.0], [-0.1, 0.0, 0.0], [0.0, 0.0, 0.0], [0.0, 0.0, 0.0], [0.1, 0.0, -0.1], [0.0, 0.0, 0.0], [0.0, 0.0, 0.0], [0.1, 0.0, -0.1], [0.0, 0.0, 0.0], [0.0, 0.0, 0.0], [-0.1, 0.0, 0.1], [0.0, 0.0, 0.0], [0.0, 0.0, 0.0], [0.0, 0.0, 0.0], [0.0, 0.0, 0.0], [0.0, 0.0, 0.0], [0.0, 0.0, 0.0], [0.0, 0.0, 0.0], [0.0, 0.0, 0.0], [0.0, 0.0, 0.0], [0.0, 0.0, 0.0], [0.0, 0.0, 0.0], [0.0, 0.0, 0.0], [0.0, 0.0, 0.0]]
}

---

Strongest force on any atom
In order: 1.2, 3.0, 1.1, 2.8, 1.5, 0.2
Unit: eV Å⁻¹